{"formula": "C4H7NO", "method": "ωB97M-V/def2-TZVPD", "elements": ["C", "C", "C", "N", "C", "O", "H", "H", "H", "H", "H", "H", "H"], "xyz": [[-1.60265, -0.46060, 0.35338], [-0.16907, -0.57037, -0.16194], [0.10965, 0.41626, -1.32715], [0.60538, 0.63243, 0.00802], [1.75498, 0.42902, 0.69681], [1.86560, -0.53005, 1.46044], [-1.62129, -0.79633, 1.39003], [-2.31942, -1.06614, -0.21638], [-1.97114, 0.57870, 0.32572], [0.69304, -1.23329, 0.59226], [0.76856, 0.23752, -2.17477], [-0.65244, 1.18644, -1.55267], [2.53879, 1.17643, 0.60625]], "atomic_forces_ev_per_a": [[0.079, -0.158, 0.230], [0.467, 0.099, 1.290], [0.443, -0.254, 0.089], [-0.069, 0.874, 0.751], [0.413, -0.144, 0.295], [0.279, 0.698, -0.239], [-0.184, 0.007, 0.051], [0.346, -0.008, 0.070], [0.268, -0.286, -0.027], [-2.507, 0.138, -2.793], [0.197, -0.243, 0.402], [0.136, -0.885, 0.018], [0.131, 0.162, -0.138]], "lumo_energy_ev": 0.893, "molar_mass_g_mol": 85.106, "gap_ev": 10.5, "e_homo_ev": -9.564, "e_above_lowest_kj_mol": 352.2, "e_tot_ev": -7795.9940, "smiles": "C[C@H]1CN1C=O"}

***

{"formula": "C4H7NO", "method": "ωB97M-V/def2-TZVPD", "elements": ["O", "N", "C", "C", "C", "C", "H", "H", "H", "H", "H", "H", "H"], "xyz": [[-1.72194, -0.51940, -1.84961], [-1.71461, -0.69598, -0.45254], [-0.56840, -0.35839, -0.03284], [0.60538, 0.29346, -0.70915], [1.22119, 0.50398, 0.70078], [0.05203, -0.30242, 1.34338], [-2.63621, -0.28641, -2.03885], [1.16280, -0.37166, -1.37543], [0.32598, 1.18898, -1.27373], [2.21264, 0.06802, 0.83980], [1.24910, 1.55197, 1.00912], [0.34980, -1.28244, 1.72976], [-0.53775, 0.21027, 2.10932]], "atomic_forces_ev_per_a": [[-0.203, 0.189, -0.273], [0.510, 0.155, 0.381], [-0.334, -0.090, -0.094], [0.062, 0.023, -0.156], [0.196, 0.088, 0.087], [-0.092, -0.065, 0.133], [-0.083, -0.215, -0.029], [-0.039, 0.086, 0.111], [0.109, -0.122, 0.085], [-0.140, 0.074, 0.010], [-0.007, -0.167, -0.033], [-0.054, 0.128, -0.081], [0.074, -0.081, -0.140]], "lumo_energy_ev": 1.100, "molar_mass_g_mol": 85.106, "gap_ev": 10.6, "e_homo_ev": -9.524, "e_above_lowest_kj_mol": 290.5, "e_tot_ev": -7796.6332, "smiles": "ON=C1CCC1"}

***

{"formula": "C4H7NO", "method": "ωB97M-V/def2-TZVPD", "elements": ["C", "C", "C", "O", "C", "N", "H", "H", "H", "H", "H", "H", "H"], "xyz": [[1.61559, 0.27320, 0.34241], [0.13352, 0.08450, -0.13748], [-1.54049, 0.07610, 0.70777], [-0.18708, -1.31987, 0.07323], [0.01628, 0.50036, -1.55448], [-0.20369, 0.80147, -2.65291], [1.67005, 0.17181, 1.42776], [2.25579, -0.52563, -0.08967], [2.06759, 1.23055, 0.05971], [-2.23970, -0.82826, 0.77588], [-1.99126, 0.82862, 0.10774], [-1.24847, 0.33583, 1.70953], [-0.37528, -1.73390, -0.75958]], "atomic_forces_ev_per_a": [[-0.757, 0.220, 0.263], [-1.849, -1.691, 0.776], [0.789, 1.860, -0.130], [2.570, -2.240, -0.937], [-0.813, -0.047, -0.178], [0.397, -0.257, 1.093], [-0.039, 0.003, -0.061], [-0.712, 0.289, 0.051], [-0.381, -0.069, 0.031], [1.812, 0.886, -0.735], [-0.835, 1.040, 0.296], [-0.271, 0.592, 0.302], [0.089, -0.586, -0.772]], "lumo_energy_ev": 0.683, "molar_mass_g_mol": 85.106, "gap_ev": 9.7, "e_homo_ev": -8.976, "e_above_lowest_kj_mol": 433.6, "e_tot_ev": -7795.1510, "smiles": "CC(C)(O)C#N"}

***

{"formula": "C4H7NO", "method": "ωB97M-V/def2-TZVPD", "elements": ["O", "C", "N", "C", "C", "C", "H", "H", "H", "H", "H", "H", "H"], "xyz": [[2.33388, 1.39909, -0.70360], [1.87816, 0.29113, -0.49024], [0.56690, 0.03761, -0.28964], [-0.52105, 0.98702, -0.09221], [-1.40375, -0.19847, 0.37309], [-0.16288, -1.11588, 0.23251], [2.49957, -0.62662, -0.45534], [-0.30723, 1.74670, 0.66835], [-0.83222, 1.48948, -1.01318], [-1.80485, -0.12196, 1.38524], [-2.21064, -0.44212, -0.32077], [-0.27473, -1.94598, -0.47232], [0.23883, -1.50001, 1.17809]], "atomic_forces_ev_per_a": [[-0.119, -0.299, 0.049], [-0.113, 0.037, 0.013], [0.384, 0.154, -0.086], [-0.118, 0.215, -0.024], [-0.173, -0.029, 0.054], [-0.010, -0.251, 0.070], [-0.052, 0.130, 0.004], [0.015, -0.139, -0.105], [0.015, -0.062, 0.142], [0.060, 0.027, -0.173], [0.117, 0.017, 0.132], [0.072, 0.124, 0.060], [-0.078, 0.075, -0.135]], "lumo_energy_ev": 0.906, "molar_mass_g_mol": 85.106, "gap_ev": 10.3, "e_homo_ev": -9.359, "e_above_lowest_kj_mol": 128.8, "e_tot_ev": -7798.3091, "smiles": "O=CN1CCC1"}

***

{"formula": "C4H7NO", "method": "ωB97M-V/def2-TZVPD", "elements": ["C", "C", "C", "C", "N", "O", "H", "H", "H", "H", "H", "H", "H"], "xyz": [[2.21982, -2.01748, -0.34022], [-1.76579, 0.12267, -0.38889], [0.42111, 0.89041, 0.26852], [-0.54190, -0.00766, 0.47431], [2.61389, -1.05211, -0.87002], [-0.71982, -0.58745, 1.69175], [-1.62033, 0.46111, -1.34726], [-2.21783, -0.75957, -0.57437], [-2.55928, 0.83379, -0.02586], [2.61651, -0.31356, -1.55962], [0.64013, 1.46274, -0.66418], [1.19052, 1.17254, 0.90538], [-0.27704, -0.20543, 2.43046]], "atomic_forces_ev_per_a": [[0.331, 0.251, -0.008], [-0.433, 1.209, 1.944], [0.428, 0.380, -2.142], [-0.193, 3.420, 0.556], [-0.337, -0.114, -0.537], [-1.493, -1.606, -1.002], [1.339, 1.091, -2.209], [-1.749, -3.246, -0.068], [0.956, -0.741, 0.438], [0.155, -0.296, 0.512], [-1.172, -0.773, 0.396], [1.229, -0.276, 1.825], [0.940, 0.701, 0.295]], "lumo_energy_ev": 0.828, "molar_mass_g_mol": 85.106, "gap_ev": 9.8, "e_homo_ev": -8.924, "e_above_lowest_kj_mol": 358.1, "e_tot_ev": -7795.9326}

***

{"formula": "C4H7NO", "method": "ωB97M-V/def2-TZVPD", "elements": ["C", "C", "C", "O", "C", "N", "H", "H", "H", "H", "H", "H", "H"], "xyz": [[1.52729, 0.48902, -0.22908], [0.42426, 0.35584, 0.82902], [-0.91695, -0.03925, 0.31920], [-1.80735, -0.49181, 1.23975], [-1.21676, -0.01729, -0.97189], [-1.10961, -0.80778, -1.95622], [2.42591, 0.89844, 0.24362], [1.80712, -0.46560, -0.69039], [1.23457, 1.16850, -1.03552], [0.23851, 1.31727, 1.30226], [0.72832, -0.34895, 1.61580], [-2.67044, -0.46900, 0.80448], [-0.66488, -1.58939, -1.47101]], "atomic_forces_ev_per_a": [[-0.009, 0.064, 0.029], [-0.020, 0.352, 0.129], [0.381, 0.001, 0.001], [-0.299, 0.641, 0.125], [0.439, -1.060, 0.030], [-0.275, 0.716, -0.056], [-0.141, -0.068, -0.079], [-0.200, 0.125, 0.159], [-0.003, -0.087, 0.133], [0.440, 0.229, 0.373], [-0.238, 0.129, -0.131], [-0.058, -0.319, 0.250], [-0.017, -0.723, -0.963]], "lumo_energy_ev": 0.533, "molar_mass_g_mol": 85.106, "gap_ev": 8.7, "e_homo_ev": -8.212, "e_above_lowest_kj_mol": 325.2, "e_tot_ev": -7796.2735, "smiles": "CCC(O)=C=N"}

***

{"formula": "C4H7NO2", "method": "ωB97M-V/def2-TZVPD", "elements": ["O", "C", "N", "C", "C", "C", "O", "H", "H", "H", "H", "H", "H", "H"], "xyz": [[2.73121, -0.60706, 1.74489], [1.59511, -0.89825, 1.45451], [0.81244, -0.13315, 0.61432], [-0.63892, -0.31251, 0.58025], [-1.23087, 0.52035, -0.57255], [-0.29553, 0.73562, -1.82608], [0.90647, 0.41091, -2.07255], [1.04318, -1.82579, 1.65687], [1.37718, 0.34060, -0.07914], [-0.97557, -1.32435, 0.37040], [-0.98047, -0.03590, 1.57811], [-2.09488, -0.03997, -0.93796], [-1.59908, 1.48245, -0.18886], [-0.65027, 1.68705, -2.32220]], "atomic_forces_ev_per_a": [[0.714, -0.571, 0.530], [-1.659, 1.327, -2.139], [1.107, -1.335, 1.911], [0.642, 0.590, -1.000], [0.831, -0.314, -0.112], [-2.275, 1.707, -0.534], [1.379, -0.822, 0.726], [0.249, -0.409, 1.026], [-0.756, 0.474, -0.713], [0.541, -0.588, 0.228], [-0.529, 0.084, -0.112], [-0.297, 0.183, 0.151], [0.104, 0.077, -0.110], [-0.051, -0.402, 0.148]], "lumo_energy_ev": [4.008, 3.992], "molar_mass_g_mol": 101.105, "gap_ev": [4.0, 7.2], "spin_multiplicity": 2, "e_homo_ev": [-0.013, -3.241], "e_above_lowest_kj_mol": 117.6, "e_tot_ev": -9844.9761, "s2": 0.754, "charge": -1}

***

{"formula": "C4H7NO2", "method": "ωB97M-V/def2-TZVPD", "elements": ["C", "C", "C", "N", "C", "O", "O", "H", "H", "H", "H", "H", "H", "H"], "xyz": [[1.49754, 0.87470, -0.82395], [0.43812, -0.09578, -0.36145], [0.05496, -0.26255, 1.11049], [-1.32201, -0.70305, 0.94643], [-1.83118, -0.24466, -0.25067], [-2.95948, -0.32080, -0.65805], [-0.81121, 0.35419, -0.92984], [1.34134, 1.87241, -0.40393], [1.39554, 0.94242, -1.91114], [2.50960, 0.52788, -0.59781], [0.65296, -1.09925, -0.75913], [0.07334, 0.69828, 1.64434], [0.65593, -0.98958, 1.66252], [-1.69545, -1.55424, 1.33220]], "atomic_forces_ev_per_a": [[-0.023, 0.025, 0.057], [0.096, -0.028, 0.014], [0.117, 0.028, -0.001], [-0.153, 0.013, 0.000], [-0.301, -0.163, -0.064], [0.489, -0.016, 0.143], [-0.206, -0.123, -0.130], [0.032, -0.140, 0.003], [0.139, 0.080, 0.135], [-0.162, 0.023, 0.082], [-0.080, 0.145, -0.072], [0.101, -0.151, -0.090], [-0.029, 0.092, -0.205], [-0.021, 0.214, 0.128]], "lumo_energy_ev": 0.792, "molar_mass_g_mol": 101.105, "gap_ev": 10.8, "e_homo_ev": -10.024, "e_above_lowest_kj_mol": 22.0, "e_tot_ev": -9847.0518, "smiles": "C[C@H]1CNC(=O)O1"}